18
Properties=species:S:1:pos:R:3:forces:R:3 method="wB97M-V/def2-TZVPD" relative_energy_kcal_mol=58.32 gap_ev=9.984 total_charge=0 smiles="C=CC[C@@H](N)CO" e_lumo_ev=0.87
C -1.403 0.324 2.644 -1.50 0.78 -0.89
C -1.189 0.573 1.339 0.32 -1.49 1.05
C -0.657 -0.578 0.519 0.55 0.52 -2.01
C 0.586 -0.233 -0.382 -0.87 0.62 0.92
N 1.303 -1.460 -0.729 -0.62 0.37 -0.45
C 0.236 0.552 -1.662 1.85 -2.63 -0.38
O 1.548 0.787 -2.293 -1.00 1.99 0.41
H -1.768 1.095 3.320 0.08 -0.05 -0.12
H -1.647 -0.698 2.937 1.07 0.04 0.27
H -1.424 1.519 0.864 0.49 0.23 0.16
H -0.156 -1.325 1.117 -0.91 -0.48 0.62
H -1.417 -0.984 -0.175 0.19 -0.23 0.55
H 1.168 0.439 0.294 0.12 -0.12 -0.71
H 1.987 -1.758 -0.047 -0.02 0.21 0.07
H 1.770 -1.268 -1.603 0.40 -0.27 0.04
H -0.435 1.354 -1.409 0.25 0.87 -0.33
H -0.176 -0.089 -2.464 -0.73 0.05 0.94
H 1.675 1.749 -2.270 0.34 -0.43 -0.13



18
Properties=species:S:1:pos:R:3:forces:R:3 method="wB97M-V/def2-TZVPD" relative_energy_kcal_mol=37.33 gap_ev=10.084 total_charge=0 smiles=OC[C@H]1CCCN1 e_lumo_ev=1.02
O -1.372 0.607 -2.526 1.16 -0.25 0.61
C -0.134 0.657 -1.702 -2.34 1.13 -0.31
C -0.412 0.567 -0.201 0.85 -1.30 -1.31
C -0.817 -0.821 0.296 0.15 -0.03 0.65
C 0.259 -1.253 1.312 0.06 -1.08 -0.51
C 1.102 -0.031 1.587 -0.06 0.58 -0.35
N 0.933 0.829 0.386 -1.22 -0.50 0.60
H -0.971 0.726 -3.396 -0.67 -0.05 -0.12
H 0.515 -0.108 -2.110 0.58 0.13 0.44
H 0.160 1.705 -1.811 1.01 -0.30 -0.35
H -1.258 1.217 0.016 0.38 0.70 0.26
H -1.769 -0.687 0.812 -0.09 -0.44 -0.13
H -0.908 -1.573 -0.484 -0.24 0.18 -0.16
H 0.914 -2.031 0.915 -0.09 0.05 -0.44
H -0.201 -1.770 2.158 0.12 0.57 0.32
H 2.160 -0.269 1.631 0.11 -0.08 0.45
H 0.769 0.434 2.511 0.10 0.36 0.20
H 1.031 1.803 0.606 0.18 0.35 0.15



18
Properties=species:S:1:pos:R:3:forces:R:3 method="wB97M-V/def2-TZVPD" relative_energy_kcal_mol=54.25 gap_ev=9.039 total_charge=0 smiles="C=N/C=C/CC.O" e_lumo_ev=0.58
C 2.284 1.292 0.725 0.83 0.19 0.15
N 2.106 0.176 1.279 -0.06 -0.42 0.14
C 1.159 -0.705 0.731 -0.53 -0.10 -0.59
C 0.011 -1.054 1.302 0.45 0.76 -0.12
C -1.150 -1.592 0.540 -0.63 -0.02 0.28
C -2.141 -0.471 0.217 -0.22 0.24 -0.38
H 3.095 1.898 1.128 -0.19 0.21 0.04
H 1.768 1.690 -0.152 -0.25 -0.31 -0.04
H 1.362 -1.071 -0.275 0.14 0.15 -0.03
H -0.172 -0.646 2.291 -0.19 -0.13 0.13
H -0.901 -2.100 -0.391 0.42 0.07 0.02
H -1.696 -2.313 1.134 -0.05 -0.39 0.27
H -2.493 0.098 1.074 0.22 -0.10 0.36
H -3.042 -0.877 -0.240 -0.06 -0.12 -0.17
H -1.715 0.256 -0.475 0.11 -0.05 -0.07
O 0.275 1.581 -2.695 0.56 0.62 -0.51
H 0.775 1.309 -3.478 -0.21 -0.43 0.16
H 0.475 2.530 -2.716 -0.34 -0.18 0.37



18
Properties=species:S:1:pos:R:3:forces:R:3 method="wB97M-V/def2-TZVPD" relative_energy_kcal_mol=120.39 gap_ev=9.338 total_charge=0 e_lumo_ev=0.96
C 0.887 -0.582 -1.216 -0.01 0.42 -1.08
N 0.691 0.783 -0.664 -1.02 -0.25 0.39
C -0.585 1.098 0.013 3.27 2.37 0.09
C 0.056 1.253 1.863 -2.35 -2.48 -1.16
C -0.419 -0.202 1.703 2.90 -0.72 5.10
O -1.395 -0.805 2.112 -0.86 1.22 -1.03
C -0.414 -1.296 -1.568 -1.08 -0.33 -0.83
H 1.293 -0.609 -2.251 0.50 1.17 0.54
H 1.637 -1.220 -0.697 -0.92 0.36 0.42
H 1.357 1.125 0.031 0.42 -0.66 -1.19
H -1.448 0.549 -0.329 -0.11 -0.56 0.75
H -0.778 2.148 -0.151 -0.25 0.21 0.04
H 1.165 1.327 1.912 -0.88 -0.07 -0.79
H -0.381 1.831 2.704 -0.49 -0.17 -1.21
H 0.504 -0.863 1.726 -0.32 0.27 -1.72
H -1.059 -0.842 -2.438 1.45 -0.26 1.70
H 0.000 -2.209 -2.025 -0.80 -0.21 0.44
H -1.110 -1.486 -0.725 0.55 -0.30 -0.49



18
Properties=species:S:1:pos:R:3:forces:R:3 method="wB97M-V/def2-TZVPD" relative_energy_kcal_mol=68.01 gap_ev=9.301 total_charge=0 smiles="CCN[C@@H](C)C=O" e_lumo_ev=0.50
C 0.383 2.367 -0.169 1.12 0.80 -0.58
C -0.208 1.352 0.777 -2.22 0.77 -1.79
N 0.361 0.056 0.498 1.18 -2.05 0.52
C -0.084 -1.064 -0.438 -0.72 3.47 -1.83
C 1.009 -2.117 -0.585 -1.28 1.26 -0.50
C -1.501 -1.393 0.026 -0.90 1.94 2.14
O -1.714 -1.547 1.230 -0.24 -0.70 -2.50
H 1.433 2.734 0.105 -1.22 -1.04 -0.43
H -0.222 3.248 -0.047 -0.35 0.64 -0.44
H 0.346 2.005 -1.219 0.14 0.44 0.59
H -1.395 1.411 0.591 2.28 -0.24 0.84
H 0.057 1.806 1.749 -0.44 -1.31 0.11
H 0.438 -0.447 1.360 0.22 -0.13 0.69
H -0.289 -0.553 -1.463 0.66 -0.85 1.43
H 1.957 -1.589 -0.554 0.13 0.03 -0.99
H 1.056 -2.649 0.323 -0.30 -1.47 0.87
H 0.708 -2.674 -1.502 1.01 -0.08 0.88
H -2.334 -0.946 -0.682 0.94 -1.49 1.00



18
Properties=species:S:1:pos:R:3:forces:R:3 method="wB97M-V/def2-TZVPD" relative_energy_kcal_mol=133.16 gap_ev="8.715 / 8.716" total_charge=0 e_lumo_ev="0.72 / 0.72"
C -1.457 -0.445 -0.961 -1.22 -0.62 1.30
C -1.349 -0.208 0.765 -0.87 -0.39 -2.58
N 0.051 -0.129 0.900 -0.59 -0.38 -0.26
C 0.561 0.740 1.860 1.11 0.72 -1.19
C 0.543 0.596 -0.192 2.33 1.16 2.24
C 1.610 -0.004 -1.071 0.28 0.40 0.23
O 1.745 -1.391 -0.893 -0.07 -0.06 0.17
H -2.500 -0.672 -0.944 -0.95 -0.59 -0.70
H -0.902 -1.325 -1.342 -0.24 0.36 0.71
H -1.364 0.330 -1.783 0.18 -0.17 1.73
H -1.861 0.756 0.969 0.21 -0.30 -0.06
H -1.759 -0.994 1.455 -0.08 0.40 -1.13
H 0.006 1.659 2.095 0.03 -0.36 -0.14
H 1.278 0.379 2.607 0.00 0.18 -0.67
H 0.161 1.589 -0.439 -0.22 -0.28 0.19
H 1.406 0.187 -2.141 -0.19 0.09 0.41
H 2.538 0.524 -0.827 0.23 -0.17 -0.23
H 1.293 -1.592 -0.058 0.05 -0.01 -0.02



18
Properties=species:S:1:pos:R:3:forces:R:3 method="wB97M-V/def2-TZVPD" relative_energy_kcal_mol=6.78 gap_ev=10.725 total_charge=0 smiles="CC[C@@H](C)NC=O" e_lumo_ev=0.93
C 1.333 1.556 -0.697 -0.01 0.05 -0.02
C 1.083 0.182 -0.080 0.04 -0.03 0.04
C -0.391 -0.272 -0.203 0.05 0.03 -0.13
C -0.563 -1.396 -1.219 -0.01 -0.04 -0.03
N -0.937 -0.703 1.084 -0.04 0.17 0.04
C -1.175 0.201 2.065 0.03 0.05 -0.01
O -0.882 1.380 1.994 -0.10 -0.37 0.01
H 1.086 1.584 -1.766 0.01 -0.06 0.14
H 0.718 2.302 -0.185 0.10 -0.08 -0.08
H 2.384 1.846 -0.594 -0.15 -0.04 -0.02
H 1.737 -0.571 -0.542 -0.12 0.10 0.06
H 1.352 0.221 0.979 -0.05 0.00 -0.11
H -0.990 0.592 -0.521 0.12 -0.08 0.04
H -0.196 -1.076 -2.199 -0.05 -0.01 0.14
H 0.017 -2.279 -0.925 -0.08 0.12 0.00
H -1.613 -1.688 -1.329 0.14 0.06 0.02
H -1.299 -1.637 1.183 0.05 0.07 0.03
H -1.663 -0.242 2.955 0.07 0.06 -0.11



18
Properties=species:S:1:pos:R:3:forces:R:3 method="wB97M-V/def2-TZVPD" relative_energy_kcal_mol=47.57 gap_ev=10.251 total_charge=0 smiles="CNC(=O)C(C)C" e_lumo_ev=0.85
C -0.940 -0.704 -2.628 -0.24 1.06 -0.31
N -0.368 -0.725 -1.296 0.51 -1.98 0.50
C -0.385 0.265 -0.394 -1.74 1.43 -2.12
O -1.004 1.282 -0.746 -0.92 0.15 0.10
C 0.494 0.468 0.793 -0.41 1.58 -1.02
C -0.293 1.030 1.979 -0.19 0.13 0.07
C 1.419 -0.671 1.276 0.20 0.53 -0.49
H -1.949 -1.117 -2.756 0.17 -0.11 0.57
H -0.303 -1.182 -3.381 0.16 0.02 0.47
H -1.027 0.356 -2.865 -0.02 -0.05 -0.23
H 0.042 -1.577 -0.998 0.38 -0.73 0.13
H 0.645 1.533 0.052 1.99 -2.32 2.93
H -0.889 0.253 2.483 0.23 0.11 -0.06
H -0.975 1.820 1.658 0.10 -0.16 -0.01
H 0.405 1.470 2.701 -0.14 -0.19 -0.07
H 2.101 -0.299 2.051 -0.14 -0.06 -0.17
H 0.836 -1.501 1.734 0.13 0.62 -0.35
H 2.035 -1.083 0.472 -0.05 0.00 0.06